#A
A 10-piece molecular cluster, H19O10 overall, computed with the ωB97M-V functional and the def2-TZVPD basis.

## Properties
HOMO level, eV: -5.90
HOMO-LUMO gap, eV: 8.51

The geometry in ORCA input format:
```
! wB97M-V def2-TZVPD RIJCOSX def2/J DEFGRID3
* xyz -1 1
O 1.609 -0.564 -3.528
H 1.288 -1.233 -4.142
H -0.825 -0.205 2.582
O -0.073 -1.047 1.119
H 0.848 -0.796 1.227
H 1.556 -3.181 0.553
O 2.971 -0.101 -0.251
H -0.521 -0.752 -0.123
H 2.023 0.042 -0.547
O -3.431 0.166 -0.554
H 1.824 1.882 2.948
H 2.050 -1.019 -2.824
O 0.924 1.914 3.322
H -1.810 -0.166 3.718
H -2.732 -0.436 -0.773
O -1.120 1.620 -2.811
H -0.402 2.261 -2.756
H -1.280 1.116 -1.845
O -0.064 2.269 0.441
H 0.325 1.489 0.009
H -0.974 2.265 -0.012
O -0.884 -0.499 -1.119
H -1.218 -1.335 -1.412
H 0.363 1.973 2.537
O -1.296 0.447 3.178
H 3.091 -1.015 -0.605
O 0.790 -3.397 1.053
H -3.104 1.060 -0.659
H 0.070 -2.755 1.276
*
```

#B
A 10-piece molecular cluster, H19O10 overall, computed with the ωB97M-V functional and the def2-TZVPD basis.

## Properties
HOMO level, eV: -6.51
HOMO-LUMO gap, eV: 9.41

The geometry in ORCA input format:
```
! wB97M-V def2-TZVPD RIJCOSX def2/J DEFGRID3
* xyz -1 1
O -2.198 0.593 -3.488
H -1.493 -0.045 -3.146
H 0.260 2.800 0.628
O 3.939 -0.370 -0.775
H 3.472 -1.036 -0.156
H -1.419 0.267 -1.818
O -2.276 -1.709 -0.009
H 3.177 0.147 -0.614
H -1.832 -0.824 -0.272
O 1.170 -1.432 -2.547
H -1.203 0.898 3.362
H -2.059 1.240 -2.724
O -0.504 0.927 4.005
H 0.277 1.502 -0.560
H 1.740 -1.659 -1.779
O 1.892 -2.232 2.994
H 0.907 -1.911 2.691
H 2.181 -2.615 2.160
O 1.304 -0.488 0.671
H 1.235 0.453 0.807
H -1.842 2.731 -0.564
O -2.544 2.008 -0.197
H -2.060 1.135 -0.278
H 0.416 0.755 3.612
O 0.693 2.080 0.173
H -3.174 -1.650 0.132
O -0.868 0.299 -1.029
H 0.394 -1.076 -2.121
H 0.414 -0.791 0.842
*
```

Most stable structure, least stable structure: #A, #B.

#A
A 2-piece molecular cluster, C3H3N3O3 overall, computed with the ωB97M-V functional and the def2-TZVPD basis.

## Properties
HOMO level, eV: -9.82
SMILES string: [H]/N=C(\N)C#[N+][O-].O=C=O
HOMO-LUMO gap, eV: 9.95

The geometry in ORCA input format:
```
! wB97M-V def2-TZVPD RIJCOSX def2/J DEFGRID3
* xyz 0 1
C -0.634 0.989 -0.142
C 0.720 0.481 -0.358
C -1.302 -1.580 0.158
N -1.574 1.573 0.250
N 1.081 0.247 -1.546
N 1.631 0.199 0.608
O -0.873 -1.540 1.214
O -2.681 1.882 0.520
O -1.808 -1.715 -0.850
H 2.015 -0.095 -1.712
H 1.162 0.075 1.509
H 2.264 -0.517 0.350
*
```

#B
A single C3H3N3O3 molecule, computed with the ωB97M-V functional and the def2-TZVPD basis.

## Properties
HOMO level, eV: -10.25
SMILES string: O=C=N/N=C\[C@H]1ON1O
HOMO-LUMO gap, eV: 10.33

The geometry in ORCA input format:
```
! wB97M-V def2-TZVPD RIJCOSX def2/J DEFGRID3
* xyz 0 1
C 0.591 0.076 0.113
C 1.070 -1.265 -0.267
C 3.522 0.498 0.142
N 2.331 -1.550 -0.336
N 3.208 -0.611 -0.054
N -0.486 0.519 -0.735
O -1.367 1.376 0.033
O 0.820 1.100 -0.867
O 4.100 1.505 0.353
H 0.334 0.356 1.187
H 0.378 -1.994 -0.583
H -2.219 1.268 -0.469
*
```

Most stable structure, least stable structure: #A, #B.

#A
C4H6ClN3 as an isolated structure, computed with the ωB97M-V functional and the def2-TZVPD basis.

## Properties
HOMO level, eV: -7.54
HOMO-LUMO gap, eV: 8.28

The geometry in ORCA input format:
```
! wB97M-V def2-TZVPD RIJCOSX def2/J DEFGRID3
* xyz 0 1
C -2.034 0.768 -0.830
C -0.687 0.261 -0.592
C 0.106 0.069 -1.651
C -0.246 -0.092 0.827
N -2.101 1.305 -1.978
N -1.685 1.528 -3.029
N 1.480 -0.156 -1.367
Cl -0.194 -0.143 -3.318
H -2.873 0.743 -0.280
H 0.262 -1.022 0.805
H -1.001 0.037 1.599
H 0.674 0.428 1.176
H 1.934 -0.632 -2.178
H 2.071 0.672 -1.082
*
```

#B
A single C4H6ClN3 molecule, computed with the ωB97M-V functional and the def2-TZVPD basis.

## Properties
HOMO level, eV: -9.07
SMILES string: C[C@@]1(Cl)C=NN=C1N
HOMO-LUMO gap, eV: 9.58

The geometry in ORCA input format:
```
! wB97M-V def2-TZVPD RIJCOSX def2/J DEFGRID3
* xyz 0 1
C -0.088 1.347 1.060
C -0.471 0.431 -0.114
C 1.025 0.033 -0.439
C -1.186 -0.762 0.488
N 1.149 1.299 1.272
N 1.793 0.471 0.472
N 1.236 -0.900 -1.331
Cl -1.517 1.338 -1.286
H -0.711 2.068 1.556
H -2.193 -0.683 0.770
H -0.834 -0.978 1.419
H -1.202 -1.593 -0.185
H 0.821 -0.934 -2.227
H 2.178 -1.137 -1.453
*
```

Most stable structure, least stable structure: #B, #A.

#A
A single C4H9NO3S molecule, computed with the ωB97M-V functional and the def2-TZVPD basis.

## Properties
HOMO level, eV: -9.66
SMILES string: C[C@H](O)[C@@](N)(S)C(=O)O
HOMO-LUMO gap, eV: 10.12

The geometry in ORCA input format:
```
! wB97M-V def2-TZVPD RIJCOSX def2/J DEFGRID3
* xyz 0 1
C 1.616 0.248 -0.171
C -0.912 -0.436 -1.639
C -0.697 -0.822 -0.181
C 0.314 0.034 0.536
N -0.262 1.448 0.792
O 1.750 1.443 -0.722
O 2.406 -0.633 -0.343
O -1.982 -0.881 0.452
S 0.739 -0.826 2.303
H -1.050 0.633 -1.878
H -1.929 -0.945 -1.853
H -0.217 -0.809 -2.329
H -0.155 -1.770 -0.266
H 0.244 1.822 1.549
H 1.189 2.128 -0.619
H -1.312 1.471 0.964
H -1.735 -0.884 1.409
H 1.993 -1.221 1.999
*
```

#B
A 2-piece molecular cluster, C4H9NO3S overall, computed with the ωB97M-V functional and the def2-TZVPD basis.

## Properties
HOMO level, eV: -7.49
HOMO-LUMO gap, eV: 7.98

The geometry in ORCA input format:
```
! wB97M-V def2-TZVPD RIJCOSX def2/J DEFGRID3
* xyz 0 1
C -3.308 -0.994 0.034
C 0.784 0.971 1.488
C 0.952 0.568 0.073
C -0.426 -0.008 -0.387
N -0.180 -0.359 -1.921
O -3.052 -1.182 -1.051
O -3.530 -0.664 1.101
O 1.101 1.748 -0.849
S -0.420 -1.618 0.565
H 1.001 0.127 2.071
H -0.382 1.204 1.430
H 1.388 1.920 1.688
H 1.751 -0.196 -0.134
H 0.063 0.618 -2.192
H 0.533 -1.098 -2.006
H -1.146 -0.617 -2.239
H 0.381 2.393 -0.547
H -1.014 -1.092 1.617
*
```

Most stable structure, least stable structure: #A, #B.

#A
An isolated ion of composition C6H9N6O and charge +1, computed with the ωB97M-V functional and the def2-TZVPD basis.

## Properties
HOMO level (alpha / beta), eV: -12.91 / -12.91
HOMO-LUMO gap (alpha / beta), eV: 7.45 / 7.45

The geometry in ORCA input format:
```
! wB97M-V def2-TZVPD RIJCOSX def2/J DEFGRID3
* xyz 1 1
C -2.028 0.671 -0.195
C 2.422 0.741 -0.054
C 0.833 -1.231 -0.166
C 1.372 1.311 0.881
C -2.780 1.910 -0.573
C 0.738 -2.751 -0.044
N -2.405 -0.575 -0.094
N -1.538 -1.386 0.235
N -0.309 -0.718 0.250
N -0.692 0.747 0.074
N 1.980 -0.629 -0.406
N 0.187 1.634 0.096
O 3.420 1.218 -0.459
H 1.254 0.630 1.768
H 1.655 2.195 1.259
H -3.132 1.914 -1.576
H -3.549 2.006 0.301
H -2.150 2.755 -0.393
H 0.450 -3.072 0.939
H 1.667 -3.139 -0.494
H -0.086 -3.060 -0.533
H 2.692 -1.173 -0.816
*
```

#B
An isolated ion of composition C6H9N6O and charge +1, computed with the ωB97M-V functional and the def2-TZVPD basis.

## Properties
HOMO level, eV: -12.76
SMILES string: COn1c(=[NH2+])nc(N)c2nc[nH]c21
HOMO-LUMO gap, eV: 9.63

The geometry in ORCA input format:
```
! wB97M-V def2-TZVPD RIJCOSX def2/J DEFGRID3
* xyz 1 1
C 2.397 -0.585 1.652
C 0.547 0.447 1.367
C 0.630 -0.535 0.433
C -0.689 1.171 1.454
C -1.582 0.026 -0.353
C 0.530 -0.684 -2.567
N 1.733 0.436 2.080
N -1.725 0.951 0.630
N 1.844 -1.181 0.562
N -0.419 -0.752 -0.451
N -0.824 2.116 2.323
N -2.527 -0.093 -1.288
O -0.181 -1.463 -1.566
H 3.371 -0.889 1.917
H 1.088 0.113 -2.075
H -0.282 -0.459 -3.363
H 1.279 -1.327 -3.037
H 2.218 -2.084 0.123
H 0.005 2.379 2.872
H -1.645 2.517 2.560
H -3.377 0.450 -1.169
H -2.390 -0.553 -2.106
*
```

Most stable structure, least stable structure: #B, #A.

#A
An isolated ion of composition C13H22NO and charge +1, computed with the ωB97M-V functional and the def2-TZVPD basis.

## Properties
HOMO level, eV: -12.40
SMILES string: C=C=CCCC(C)(C)C(=[NH2+])CCC(C)=O
HOMO-LUMO gap, eV: 8.80

The geometry in ORCA input format:
```
! wB97M-V def2-TZVPD RIJCOSX def2/J DEFGRID3
* xyz 1 1
C -1.765 1.655 -0.350
C -0.712 0.652 -0.565
C -3.146 0.987 -0.322
C 2.673 0.096 -0.516
C 1.703 -1.050 -0.364
C 2.309 1.230 -1.446
C -0.400 -0.195 0.722
C 0.709 -1.196 0.743
C 1.951 2.375 -0.954
C -4.069 1.131 -1.387
C -0.072 -2.558 0.685
C 1.416 -1.189 2.068
C 1.775 3.673 -0.910
N -1.035 0.187 1.770
O -3.409 0.344 0.672
H -1.814 2.478 -1.208
H -0.884 0.102 -1.374
H 3.024 0.604 0.390
H 3.672 -0.373 -0.789
H 1.172 -1.223 -1.338
H 2.200 -1.986 -0.318
H 2.317 0.982 -2.494
H 0.375 1.062 -0.844
H -4.864 0.416 -1.248
H -3.575 0.996 -2.319
H -4.391 2.079 -1.333
H -0.566 -2.686 -0.245
H -0.784 -2.575 1.546
H 0.557 -3.491 0.560
H 0.636 -1.254 2.766
H 1.922 -0.243 2.103
H 2.047 -2.008 2.349
H 0.709 4.010 -1.176
H 2.535 4.398 -0.804
H -1.674 2.093 0.706
H -1.724 0.865 1.961
H -1.013 -0.490 2.521
*
```

#B
An isolated ion of composition C13H22NO and charge +1, computed with the ωB97M-V functional and the def2-TZVPD basis.

## Properties
HOMO level, eV: -11.38
SMILES string: CC(C)[N@H+](C)[C@@]1(O)CCC2=C1C=CCC2
HOMO-LUMO gap, eV: 8.77

The geometry in ORCA input format:
```
! wB97M-V def2-TZVPD RIJCOSX def2/J DEFGRID3
* xyz 1 1
C -1.001 2.065 0.001
C -0.749 3.257 -0.593
C 0.114 1.272 0.490
C 1.314 1.784 0.718
C 0.634 3.700 -0.705
C 1.470 3.241 0.488
C 2.321 0.851 1.311
C 1.552 -0.369 1.778
C 0.210 -0.418 1.158
C -2.583 -1.672 -0.469
C -0.709 -1.786 -2.235
C -0.145 -2.779 0.703
C -1.216 -1.189 -0.901
N -0.009 -1.420 0.068
O -0.877 -0.550 2.016
H -1.845 1.510 0.096
H -1.676 3.709 -0.839
H 1.007 3.305 -1.623
H 0.566 4.770 -0.768
H 0.883 3.677 1.340
H 2.469 3.579 0.198
H 3.155 0.505 0.657
H 2.808 1.360 2.142
H 2.126 -1.301 1.598
H 1.429 -0.232 2.877
H -3.078 -0.900 0.082
H -3.342 -1.575 -1.246
H -2.519 -2.623 0.128
H -1.675 -1.626 -2.914
H -0.697 -2.847 -2.084
H 0.017 -1.263 -2.741
H -1.090 -3.055 1.275
H -0.127 -3.666 -0.030
H 0.711 -2.805 1.294
H -1.285 -0.037 -1.108
H 0.738 -1.707 -0.670
H -0.776 -0.136 2.892
*
```

Most stable structure, least stable structure: #B, #A.

#A
A single C7H12O3 molecule, computed with the ωB97M-V functional and the def2-TZVPD basis.

## Properties
HOMO level, eV: -9.41
SMILES string: C=C(C(C)=O)C(C)(C)OO
HOMO-LUMO gap, eV: 10.06

The geometry in ORCA input format:
```
! wB97M-V def2-TZVPD RIJCOSX def2/J DEFGRID3
* xyz 0 1
C 0.835 -0.261 -0.156
C 1.309 0.563 1.040
C 1.955 -0.264 -1.200
C -1.790 1.389 0.981
C -0.525 -0.044 -0.739
C -1.629 0.034 0.330
C -0.981 -0.258 -1.981
O 0.645 -1.739 0.292
O 0.148 -1.996 1.634
O -2.570 -0.759 0.342
H -0.590 -2.572 1.358
H 1.791 -1.013 -1.979
H 1.483 1.604 0.750
H 0.646 0.562 1.908
H 2.222 0.131 1.469
H 2.018 0.724 -1.672
H 2.924 -0.500 -0.747
H -1.046 2.110 0.637
H -2.749 1.821 0.686
H -1.702 1.277 2.064
H -2.043 -0.237 -2.212
H -0.349 -0.570 -2.805
*
```

#B
A single C7H12O3 molecule, computed with the ωB97M-V functional and the def2-TZVPD basis.

## Properties
HOMO level, eV: -9.38
SMILES string: CC(=O)[C@H]1CO[C@H](O)[C@@H]1C
HOMO-LUMO gap, eV: 10.21

The geometry in ORCA input format:
```
! wB97M-V def2-TZVPD RIJCOSX def2/J DEFGRID3
* xyz 0 1
C -1.238 1.682 -0.695
C -0.026 0.802 -0.416
C 0.748 1.318 0.835
C -0.548 -0.494 1.538
C -0.474 -0.609 0.038
C 0.733 -1.456 -0.357
C 0.546 -2.621 -1.354
H -1.835 1.906 0.245
H -1.847 1.322 -1.586
H -0.810 2.632 -1.006
H 0.524 0.873 -1.370
H 1.785 0.765 0.902
H 0.865 3.006 1.769
H -1.542 -0.431 1.941
H 0.160 -1.237 1.997
H -1.430 -0.985 -0.405
H 1.340 -2.447 -2.094
H -0.327 -2.677 -1.965
H 0.673 -3.566 -0.817
O 0.927 2.705 0.840
O -0.080 0.818 1.870
O 1.853 -1.306 0.088
*
```

Most stable structure, least stable structure: #B, #A.